# 1
A cluster of 6 separate species, C6H24N12O6 in total in a non-equilibrium geometry, computed with wB97M-V/def2-TZVPD.

SMILES = NC(N)=O.NC(N)=O.NC(N)=O.NC(N)=O.NC(N)=O.NC(N)=O
Total energy = -1351.8156 hartree
Relative energy (zero: lowest compared OMol25 entry of this formula, charge and spin) = 0.000 eV
Frontier orbital gap = 0.346 Ha
LUMO energy = 0.0158 Ha
Largest force on an atom = 2.02 eV/Å

Each line ends with the Löwdin charge.
Cartesian coordinates (Å):
H 25.65632 -25.52281 -7.99360  0.069
C 25.95780 -23.71073 -7.24966  -0.646
C 23.46967 -21.08482 -4.91369  -0.690
N 31.20596 -25.93138 -6.30203  0.154
H 31.51438 -24.97907 -6.31732  0.105
H 24.54761 -28.40656 -4.09536  0.095
N 24.59129 -28.21121 -6.67559  0.176
N 26.39130 -24.93114 -7.64142  0.175
H 24.69435 -22.71647 -4.95310  0.075
H 24.02201 -22.39661 -3.40475  0.101
H 27.69515 -16.97234 -5.91194  0.090
H 31.75088 -26.68504 -5.92998  0.091
H 25.67796 -17.78985 -5.23393  0.099
H 24.90180 -27.88545 -7.58161  0.035
N 27.39661 -28.09053 -9.44807  0.182
H 25.23179 -19.35647 -5.82621  0.059
O 27.50400 -20.07091 -6.38538  0.013
H 27.36094 -25.21550 -7.72131  0.050
N 25.90959 -18.61299 -5.75740  0.164
N 28.08483 -17.89933 -5.90526  0.145
H 26.12091 -29.06945 -4.01402  0.095
N 26.93139 -22.91404 -6.69997  0.170
O 29.14162 -25.37151 -7.09233  0.007
H 26.79406 -21.91474 -6.67258  0.050
N 23.74272 -20.87927 -6.24157  0.135
N 25.31994 -28.83157 -4.57368  0.143
H 28.65125 -27.88647 -6.66544  0.047
H 27.93332 -28.90847 -9.66230  0.099
H 27.87161 -23.26277 -6.79798  0.078
C 26.03019 -28.14395 -9.59934  -0.637
O 22.75861 -20.30316 -4.28252  -0.009
O 25.28772 -27.29635 -9.13824  0.004
H 23.62277 -28.31703 -6.44845  0.103
N 24.14423 -22.11669 -4.35739  0.172
O 24.77129 -23.36624 -7.31176  -0.022
N 25.60583 -29.17514 -10.40052  0.161
H 24.64892 -29.48174 -10.37661  0.105
H 24.12501 -21.65869 -6.77551  0.055
H 29.04488 -17.97510 -6.18361  0.098
H 27.71466 -27.33770 -8.86528  0.083
H 23.18431 -20.17474 -6.68693  0.106
C 29.90383 -26.21150 -6.62944  -0.637
N 29.59280 -27.53599 -6.54804  0.163
C 27.19188 -18.92358 -6.10255  -0.654
C 25.65005 -28.48905 -5.86338  -0.646
H 26.23300 -29.93675 -10.60023  0.093
O 26.79915 -28.32410 -6.24940  0.002
H 30.22695 -28.21195 -6.16081  0.096

# 2
A cluster of 6 separate species, C6H24N4O6 in total in a non-equilibrium geometry, computed with wB97M-V/def2-TZVPD.

Total energy = -913.3900 hartree
Charge = -1
2S+1 = 2
Frontier orbital gap (spin up / spin down) = 0.076 / 0.338 Ha
LUMO energy (spin up / spin down) = 0.1018 / 0.0994 Ha
Largest force on an atom = 6.62 eV/Å
Expectation value of S² = 0.7503

Each line ends with the Löwdin charge.
Cartesian coordinates (Å):
O 9.26242 -25.50091 -0.89404  -0.142
H 10.01830 -26.39007 -10.74479  0.097
H 7.70389 -31.01825 -6.23083  0.054
N 6.59035 -26.69061 -4.94438  0.179
H 10.22151 -29.12900 -8.11504  0.076
O 7.50391 -28.90177 -6.46977  -0.182
N 10.28394 -28.94206 -9.10563  0.119
H 14.24699 -30.71841 -3.91486  0.074
O 8.98993 -27.26714 -8.57916  -0.039
C 13.37716 -30.23544 -4.36010  -0.221
H 6.10989 -30.50886 -6.55476  0.063
H 8.84281 -26.26925 -1.28798  0.033
H 5.98412 -26.14350 -5.53875  0.109
C 9.81642 -27.78949 -9.34178  -1.015
H 10.93767 -29.48649 -9.64999  0.016
H 10.76997 -24.29740 -2.07326  0.073
H 4.49932 -26.11621 -3.95565  0.105
H 11.22110 -25.75219 -1.18323  0.066
H 7.40687 -27.17035 -5.29543  0.084
H 12.00792 -30.77932 -5.54735  0.039
H 10.66188 -27.00869 -6.02774  0.076
C 10.41267 -25.26893 -1.73184  -0.151
O 10.65153 -29.12908 -5.86069  -0.142
H 7.41381 -28.70467 -7.40499  0.061
N 5.28830 -25.96129 -3.34441  0.163
C 10.52791 -27.82941 -5.32306  -0.171
H 13.72788 -29.48325 -5.06671  0.070
C 7.01907 -30.19098 -6.04444  -0.193
H 11.24616 -27.55250 -4.55136  0.066
H 9.76702 -29.46553 -6.02208  0.047
H 6.78854 -30.26313 -4.98154  0.072
O 12.67480 -31.23343 -5.02712  -0.142
N 10.40070 -27.22361 -10.32162  0.120
H 12.74576 -29.68546 -3.66228  0.068
H 10.23586 -25.90523 -2.59900  0.060
H 11.01490 -27.83605 -10.83910  0.024
H 9.52752 -27.70215 -4.90938  0.059
C 6.43620 -26.45931 -3.69047  -0.829
O 7.34550 -26.74009 -2.95674  0.038
H 5.16967 -25.91336 -2.34254  0.117

# 3
A cluster of 6 separate species, C6H24NO6 in total in a non-equilibrium geometry, computed with wB97M-V/def2-TZVPD.

Total energy = -749.1879 hartree
Charge = -1
Relative energy (zero: lowest compared OMol25 entry of this formula, charge and spin) = 2.087 eV
Frontier orbital gap = 0.326 Ha
LUMO energy = 0.1197 Ha
Largest force on an atom = 2.83 eV/Å

Each line ends with the Löwdin charge.
Cartesian coordinates (Å):
H 3.39518 -0.59033 0.88506  0.016
H -1.10047 0.31677 -3.07531  0.096
C 0.47648 0.82021 -1.66052  -0.239
O -1.32580 -0.59154 2.70214  -0.163
H 0.75606 -0.92498 -4.72218  0.067
H 3.57454 -0.93921 -0.55066  0.001
O -0.55521 4.48586 0.39064  -0.084
H -0.42096 -3.40027 1.77727  0.001
H 0.40866 4.40872 0.31206  0.040
H 1.05889 -1.81194 1.06354  0.042
H -0.04319 -0.05493 0.84247  0.128
H 1.79601 -0.67923 -3.41266  0.074
O -0.33446 -2.48761 1.53313  -0.326
H 0.66819 1.49491 1.18646  0.106
N -1.36253 1.57516 1.56506  -0.084
C 0.70883 -0.60537 -3.65328  -0.140
H 1.52941 1.00587 -1.71409  0.105
O 1.99207 -1.96465 0.57578  -0.166
H -0.92998 2.41095 -1.03453  0.101
H -0.91184 3.58189 0.31972  -0.015
H -2.50314 -0.07305 1.11801  0.132
C -2.09424 0.36982 2.09948  -0.351
H -2.77823 0.79807 2.85666  0.108
H -1.12841 -2.83752 0.22998  -0.016
H 0.06014 1.57736 -3.67737  0.118
H 0.57839 -0.19821 -1.25366  0.094
C -0.04857 0.60193 -3.10013  -0.254
C -0.58071 1.40002 -0.74488  -0.204
C -0.22383 1.13401 0.72160  -0.226
H 2.02842 -2.93550 0.62593  0.036
H -1.43805 0.71699 -0.97069  0.123
O 3.99643 -0.40390 0.13153  -0.121
H -1.11588 2.18153 2.35707  0.095
O -1.59898 -3.17768 -0.63187  -0.162
H -0.77305 -1.25500 2.00741  0.025
H -0.83769 -3.33612 -1.19878  -0.011
H 0.31857 -1.49938 -3.18985  0.054

# 4
A cluster of 8 separate species, C6H24O7 in total in a non-equilibrium geometry, computed with wB97M-V/def2-TZVPD.

SMILES = C=C/C(C)=C/C.O.O.O.O.O.O.O
Total energy = -769.6071 hartree
Relative energy (zero: lowest compared OMol25 entry of this formula, charge and spin) = 2.451 eV
Frontier orbital gap = 0.342 Ha
LUMO energy = 0.0051 Ha
Largest force on an atom = 2.95 eV/Å

Each line ends with the Löwdin charge.
Cartesian coordinates (Å):
H -1.15055 -2.97291 -1.54297  0.054
H 0.54466 1.39940 2.44138  0.071
O -2.67730 0.83155 -1.40286  -0.063
H 2.50989 0.92735 0.65109  0.096
H 1.11445 -2.94231 2.25074  0.069
C 0.66273 0.32181 2.62476  -0.059
H -1.76355 2.28501 1.71842  0.032
H -0.20758 2.09174 -1.99948  0.008
C 1.68167 1.02481 -0.09130  -0.086
H 2.79849 -2.94512 -0.22619  0.026
C 0.07082 -2.74911 2.03266  -0.002
H -0.26569 -3.86334 -0.85518  0.047
H -0.16967 0.30417 3.35505  0.094
H 2.10113 1.06751 -1.08755  0.068
H -1.54196 -1.55824 1.15980  0.109
H -0.79579 2.98574 -0.23259  0.004
O -0.19410 -3.12029 -1.46763  -0.058
C -0.52357 -1.67751 1.51204  -0.126
H 1.63247 0.12256 3.08536  0.093
H 1.22306 1.97738 0.09989  0.046
H 0.29411 0.09160 -3.70440  0.075
C 0.40186 -0.47669 1.38723  -0.351
C 0.93174 -0.25214 0.17866  -0.125
H -1.20161 0.98984 1.04544  -0.003
H -0.51971 -3.66419 2.05737  0.050
O -0.08251 0.42053 -2.88043  -0.037
H -1.64483 2.36929 -2.51793  0.034
O -0.84024 2.80222 -2.21614  -0.071
O -0.63601 3.41986 0.62277  -0.076
O 2.95057 -2.92039 -1.17622  -0.059
H 0.85198 -0.90288 -0.67136  0.070
H -1.78519 1.12786 -1.16259  -0.012
O -2.00305 1.40895 1.39972  -0.063
H -0.64479 -0.30499 -2.59277  0.045
H -0.16591 4.20338 0.31799  0.063
H 2.10603 -2.72359 -1.59844  0.000
H -3.06205 0.90113 -0.51434  0.039

# 5
A cluster of 8 separate species, C6H25NO7 in total in a non-equilibrium geometry, computed with wB97M-V/def2-TZVPD.

SMILES = C=CC(N)=C(C)C.O.O.O.O.O.O.O
Total energy = -824.9719 hartree
Relative energy (zero: lowest compared OMol25 entry of this formula, charge and spin) = 3.374 eV
Frontier orbital gap = 0.312 Ha
LUMO energy = 0.0047 Ha
Largest force on an atom = 1.97 eV/Å

Each line ends with the Löwdin charge.
Cartesian coordinates (Å):
H 0.34888 -3.05250 2.69002  0.062
H 2.83072 -1.12479 1.99837  0.009
O -0.17882 -2.50959 2.07627  -0.068
H -3.15088 2.10896 2.72273  0.049
H -0.70749 -0.73106 0.61952  0.051
H -1.47260 -0.06631 3.54115  0.025
C 1.20262 -2.14175 -2.57138  -0.058
H 1.36865 -1.53958 -3.45940  0.073
H 0.10519 2.54916 -1.47159  0.030
H -1.56664 -2.02955 -0.48463  0.070
H -0.28147 -3.22425 -0.26565  0.077
C 0.32143 -0.33543 -1.06712  -0.315
H 2.30710 1.32687 2.09236  0.052
C 1.07654 0.65565 -1.85540  -0.122
H 1.81679 1.03543 0.54734  0.009
H -1.79576 2.22021 -2.33428  0.038
C 0.75517 1.93263 -2.07534  0.017
H -1.27246 2.53229 -0.13708  -0.027
H -1.64777 3.97839 0.11525  0.068
H 1.93379 0.23722 -2.36422  0.102
H -2.07952 2.06845 1.64295  -0.020
O -2.51726 2.24973 -1.69135  -0.034
O -1.27293 3.20924 0.55434  -0.060
C -0.77432 -2.56766 -0.98962  -0.054
H 2.16826 -2.37010 -2.12295  0.089
H -0.35893 0.70934 3.12598  0.012
O 2.40432 0.83558 1.28004  -0.047
H 3.00446 -1.19376 0.70777  0.008
C 0.24101 -1.59725 -1.55143  -0.263
H -1.05165 0.74122 -0.04954  0.050
N -0.32188 0.07059 0.14048  0.119
H 0.81097 -3.10067 -2.92184  0.075
H -1.11213 -3.25464 -1.76713  0.079
O -0.58652 0.14237 3.87687  -0.074
H 0.24196 -1.72164 2.46601  0.018
O -2.61324 1.49410 2.21548  -0.067
H -3.07032 1.51815 -1.94266  0.055
H 1.38717 2.50900 -2.74267  0.061
O 3.50756 -1.56403 1.45238  -0.090